Density functional theory data (ωB97M-V/def2-TZVPD) for the molecule C4H12N2 at a distorted geometry.

CARTESIAN COORDINATES (ANGSTROEM)
C 0.443 -1.653 -1.622
C 0.433 -1.306 -0.121
C -0.202 0.139 0.023
N -1.752 0.350 0.152
C 0.364 0.757 1.251
N 0.241 2.166 1.591
H 0.607 -2.737 -1.854
H 1.226 -1.071 -2.056
H -0.462 -1.274 -2.129
H 0.063 -1.966 0.676
H 1.570 -1.286 0.127
H 0.233 0.623 -0.883
H -1.824 1.235 -0.233
H -2.093 -0.200 -0.543
H 1.452 0.735 1.138
H -0.150 0.366 2.109
H 0.601 2.773 0.827
H -0.749 2.349 1.545

Calculated values
2S+1 = 1
LUMO level = 0.0351 Ha
HOMO energy = -9.4 eV
Orbital gap = 10.349 eV
Total energy = -7321.350 eV
Relative energy (zero: lowest compared OMol25 entry of this formula, charge and spin) = 1.678 eV

Löwdin atomic charge list, values in e, 5 entries: -0.128 -0.215 -0.364 0.086 -0.322